{"formula": "C77H59N8O6SSr", "method": "ωB97M-V/def2-TZVPD", "largest_force_ev_per_a": 1.78, "e_lumo_ev": 1.57, "total_charge": -1, "mol_weight_g_mol": 1312.06, "homo_lumo_gap_ev": 5.616, "species": ["H", "H", "H", "H", "H", "H", "C", "C", "N", "C", "H", "H", "H", "C", "C", "H", "C", "N", "C", "H", "C", "C", "H", "C", "C", "C", "C", "H", "H", "N", "C", "C", "C", "C", "C", "H", "O", "H", "H", "C", "C", "H", "H", "H", "O", "H", "C", "H", "C", "C", "C", "H", "C", "C", "H", "C", "C", "C", "C", "C", "H", "C", "C", "O", "H", "C", "C", "H", "O", "C", "C", "H", "C", "C", "O", "C", "H", "N", "H", "H", "C", "C", "H", "C", "C", "C", "H", "H", "C", "C", "N", "C", "H", "S", "C", "C", "H", "H", "C", "C", "H", "O", "C", "H", "C", "C", "C", "C", "H", "H", "H", "C", "H", "H", "C", "H", "C", "H", "C", "H", "C", "C", "H", "C", "N", "C", "C", "C", "C", "C", "C", "H", "H", "H", "H", "C", "N", "N", "C", "H", "H", "C", "H", "C", "C", "C", "H", "H", "C", "Sr", "H", "H"], "coordinates": [[-5.291067, 0.068752, 0.126877], [-5.014371, 3.489888, 1.093992], [6.165209, 3.130088, 5.994879], [3.950722, -1.007287, 4.609958], [0.152713, -4.386179, 4.037032], [-5.319326, -2.778048, 2.738808], [2.262426, 0.126873, 3.595534], [1.266883, -1.031348, 0.243524], [-0.883621, -0.647328, -1.813548], [-0.567245, 8.656675, 0.813913], [-3.349849, -2.693316, 4.904704], [2.038782, 3.324302, -1.688484], [-6.993737, -3.313591, -1.885457], [4.519695, -1.682686, -4.381112], [-1.253929, -3.800742, 7.584739], [5.177839, 0.152430, 2.173241], [-0.496911, 5.865799, 1.165245], [0.991109, 2.536110, 2.181562], [-1.714092, 3.713268, 1.417116], [-0.810445, -5.878349, 7.948708], [2.062043, 4.539264, 1.773428], [5.112148, -2.140947, -3.213643], [-8.601683, -3.227573, 0.004466], [-7.535757, -3.161285, 0.193572], [2.907684, 1.326451, 3.184421], [-1.861540, -2.522243, -0.706912], [1.918458, -1.807982, 4.710535], [7.996189, 1.843412, 4.924170], [4.040799, 3.882317, 2.432429], [0.934697, -0.133729, 3.476247], [4.331598, -0.154117, -2.066371], [3.836396, -0.465475, -4.412711], [-0.919238, 4.361225, -3.021968], [-5.265632, -3.108316, -0.629747], [0.160343, 1.353102, -2.528374], [1.664865, 3.883292, -3.337418], [6.238654, -0.661851, 0.070187], [-7.757630, -2.978939, 2.324289], [1.504673, -0.375652, -4.156716], [-2.489204, 5.890373, -4.758021], [-4.077800, -1.048008, 3.651697], [1.265516, -2.867713, -4.133344], [-5.157915, -1.142131, 3.676015], [-1.651481, -3.627666, 8.579940], [1.375134, 0.216783, -0.007731], [2.705944, -1.558686, -1.230143], [2.899100, -0.941376, 4.363452], [4.545938, -3.530442, 0.012569], [-1.682237, 4.870442, -5.257592], [-0.234899, -4.223202, 5.039358], [-2.992905, 4.339423, 1.080439], [-4.567082, -3.128474, -1.464267], [4.645262, 2.349954, 4.693324], [-6.631689, -3.207222, -0.869051], [-3.153875, -4.996691, 0.494237], [6.694231, 0.922408, 3.482142], [-1.203242, -2.754572, 6.667870], [2.393526, -1.913537, -0.251454], [-3.161044, -1.827232, 4.281896], [-7.061936, -3.018649, 1.490471], [4.595702, -2.276043, -5.289458], [-3.295944, -2.834705, 0.942423], [-6.267009, 1.486619, 3.039614], [0.333291, -1.573728, 0.912005], [0.101420, -6.249372, 5.674198], [-2.509891, 6.142238, -3.392989], [-5.412040, 1.010445, 2.048192], [-0.152830, 3.909706, -1.079960], [-1.736450, -3.864569, -0.508113], [2.299693, 2.428955, 2.548538], [-1.101230, 6.695980, 2.113511], [0.572723, 5.843511, -0.699305], [0.674121, -1.284910, 4.153877], [6.979965, 1.755425, 4.555889], [1.342969, 1.865862, -2.983058], [1.342997, 3.243019, -2.523474], [-3.132927, 5.367439, 0.766606], [-2.001168, -0.206772, 3.131349], [-1.541797, 6.240147, 2.996502], [2.211737, 5.567451, 1.469620], [3.233918, 0.042398, -5.700139], [-8.189150, 0.845894, 1.728676], [-8.302974, 1.778734, 3.665929], [-7.647626, 1.406109, 2.884230], [-1.731495, 5.374935, -2.529398], [0.657330, -2.245532, -3.485353], [-1.821113, -4.368358, 1.490657], [-3.155047, -2.492913, 1.966469], [-0.782534, -5.063441, 7.232536], [-5.692846, -2.914306, 1.723779], [-2.661916, -1.862735, 0.013609], [0.040280, 7.845933, -0.136356], [3.838094, 2.903641, 5.165361], [5.849802, -1.872508, -0.594296], [-3.945396, 3.394068, 1.248050], [-0.225818, -2.817973, -2.585253], [4.249411, 0.432147, -1.153363], [-1.602285, 8.698761, 2.697362], [-3.260552, 2.188505, 1.715844], [0.792533, -0.869150, -3.508196], [-1.761931, 5.558795, -1.458388], [6.798478, -2.885291, -0.962206], [0.004237, -0.122813, -2.647958], [-0.279202, 3.314265, -4.787926], [5.386055, 0.799582, 3.020260], [-3.921196, 1.051354, 2.217796], [2.990142, 3.686742, 2.262133], [-3.332146, -0.021153, 2.935225], [-0.591203, 9.732828, 0.680473], [2.062248, -2.952926, -0.329558], [-3.138986, 6.932020, -2.993894], [-0.110547, 3.494092, -2.078978], [-1.670409, 4.658442, -6.321441], [0.485174, 8.285426, -1.023959], [-4.784413, -2.957204, 0.670355], [3.873486, -0.766066, 0.834257], [3.739051, 0.281457, -3.241265], [2.689687, -0.747372, -6.223134], [-0.461507, 4.377817, 1.405699], [5.655037, -3.080136, -3.185968], [-1.847391, -1.281380, 3.948431], [3.552815, -1.804460, 0.747529], [3.233308, -2.132459, 1.733362], [-0.274327, -5.270889, 5.955603], [4.753756, -2.592156, 0.348295], [0.793944, 3.805544, 1.735117], [-1.136476, 8.075500, 1.943152], [-0.614306, -1.807007, 4.412455], [5.951719, 2.475882, 5.157024], [-7.341948, 0.371345, 0.733366], [-0.902079, 4.115177, -4.392870], [-7.751946, -0.069904, -0.170513], [-1.554947, -1.764393, 6.943381], [-0.323594, -3.894059, -2.483331], [2.019938, -2.707859, 5.299827], [5.015301, -1.368896, -2.060538], [-0.692920, 2.129860, -2.021739], [-1.918560, 2.418045, 1.762202], [4.343316, 1.504432, 3.623223], [4.014466, 0.404596, -6.373172], [2.544237, 0.867418, -5.512330], [-0.966057, -1.972661, -1.766042], [3.185053, 1.216930, -3.242039], [-2.512226, -4.141363, 0.682004], [-0.691821, -2.952159, 5.383372], [-5.960378, 0.451917, 0.894832], [7.485553, 0.360449, 2.998589], [-9.264776, 0.777980, 1.607175], [0.080471, 6.464674, 0.044079], [-0.322846, 0.588699, 1.578072], [-5.839700, 1.923475, 3.937927], [-3.098578, 6.481706, -5.430497]], "forces_ev_per_angstrom": [[-0.093, 0.056, 0.108], [0.193, 0.003, 0.040], [-0.019, -0.016, -0.032], [-0.123, 0.044, -0.008], [-0.010, 0.026, 0.110], [-0.189, -0.279, -0.481], [-0.030, 0.118, 0.224], [-0.048, -0.106, 0.012], [0.113, -0.299, -0.001], [-0.008, -0.091, 0.014], [0.031, 0.132, -0.059], [0.041, -0.074, 0.053], [0.008, 0.003, 0.038], [-0.131, 0.015, -0.115], [0.067, -0.007, -0.128], [0.086, 0.089, 0.152], [0.148, -0.187, -0.004], [0.549, 0.786, 0.182], [0.055, 0.001, 0.030], [-0.005, 0.071, -0.054], [-0.155, -0.038, -0.065], [-0.096, 0.069, 0.163], [0.054, -0.004, 0.008], [0.177, -0.009, -0.102], [-0.020, 0.099, 0.013], [0.148, 0.033, -0.065], [-0.174, 0.027, -0.075], [-0.048, 0.010, -0.024], [-0.140, -0.022, -0.021], [0.690, -0.223, 0.744], [0.160, -0.052, -0.079], [0.316, -0.127, -0.025], [-0.040, -0.043, 0.050], [-0.062, 0.032, -0.037], [-0.106, -0.259, 0.028], [0.049, 0.039, -0.147], [0.203, -0.120, 0.038], [0.082, 0.028, -0.096], [-0.354, -0.176, 0.185], [0.111, -0.078, 0.058], [0.078, 0.454, 0.159], [-0.037, 0.035, 0.024], [0.302, 0.204, 0.092], [0.033, -0.004, -0.087], [0.580, -1.277, -0.398], [-0.136, -0.113, 0.053], [-0.017, 0.159, -0.126], [0.069, 0.180, 0.130], [-0.014, 0.019, 0.071], [-0.017, -0.093, -0.034], [0.119, 0.001, -0.001], [-0.082, 0.030, 0.128], [0.055, -0.019, 0.014], [0.008, 0.009, 0.196], [-0.036, -0.093, -0.091], [-0.121, 0.000, -0.013], [-0.004, -0.077, 0.046], [0.199, -0.206, 0.185], [0.206, 0.112, 0.093], [0.087, -0.065, -0.029], [0.001, 0.054, 0.087], [0.058, 0.111, -0.423], [-0.117, 0.038, 0.020], [1.087, -0.372, -0.993], [-0.052, 0.068, -0.004], [0.041, -0.056, 0.017], [0.083, -0.177, 0.001], [-0.013, 0.040, 0.153], [-0.184, -0.008, 0.154], [0.086, -0.001, 0.087], [-0.052, 0.070, -0.006], [-0.048, 0.104, 0.112], [-0.101, 0.023, 0.249], [-0.121, 0.035, 0.005], [-0.544, 0.475, 0.094], [-0.100, -0.122, 0.101], [0.010, -0.175, 0.046], [-0.694, -0.362, 0.605], [0.053, 0.066, -0.107], [-0.037, -0.123, 0.078], [0.067, -0.015, 0.035], [0.157, 0.031, 0.055], [0.065, -0.026, -0.069], [0.021, -0.062, -0.100], [-0.110, 0.037, 0.014], [0.031, -0.099, -0.013], [0.100, 0.010, 0.046], [0.062, -0.053, -0.158], [-0.035, 0.124, -0.037], [-0.082, -0.202, 0.122], [-0.178, -0.266, 0.106], [0.018, -0.109, 0.053], [0.095, -0.062, -0.030], [0.154, 0.250, -0.207], [-0.001, -0.220, -0.014], [0.090, -0.196, 0.017], [0.050, -0.065, -0.226], [0.000, -0.021, -0.016], [-0.182, 0.069, 0.197], [0.018, 0.098, -0.217], [-0.038, -0.036, -0.194], [0.056, 0.004, 0.080], [-0.178, 0.431, 0.196], [-0.092, 0.075, 0.042], [-0.043, 0.005, -0.043], [0.176, 0.118, -0.025], [-0.058, -0.145, 0.040], [-0.063, 0.020, 0.141], [-0.010, -0.068, 0.003], [-0.055, 0.046, 0.080], [0.060, -0.079, -0.026], [-0.179, -0.345, -0.299], [0.012, 0.026, 0.063], [-0.029, -0.048, 0.078], [0.014, 0.109, 0.022], [-0.103, -0.040, 0.042], [0.315, 0.259, 0.036], [0.021, 0.013, 0.004], [0.093, 0.002, 0.031], [-0.015, 0.138, -0.020], [-0.117, -0.164, 0.090], [0.200, -0.150, -0.429], [0.028, -0.068, 0.097], [0.010, 0.101, 0.007], [-0.859, -0.241, 0.332], [-0.139, 0.109, 0.159], [0.046, -0.118, -0.074], [0.089, 0.183, 0.016], [-0.094, -0.065, -0.112], [0.094, 0.089, 0.025], [0.006, 0.016, -0.108], [0.052, 0.037, 0.112], [0.028, -0.107, -0.021], [-0.004, 0.181, -0.026], [-0.009, 0.075, -0.019], [0.256, 0.315, -0.435], [0.161, 0.319, 0.014], [-0.533, 0.769, 0.091], [-0.132, -0.218, -0.089], [-0.014, -0.002, 0.010], [0.056, -0.005, -0.021], [-0.364, 0.114, 0.241], [0.351, -0.419, -0.022], [0.054, 0.184, -0.061], [0.019, 0.043, -0.185], [-0.064, -0.016, -0.087], [-0.061, 0.034, -0.010], [0.049, 0.014, 0.012], [0.079, 0.088, 0.078], [-1.429, 0.849, -0.638], [-0.042, -0.052, -0.078], [0.008, -0.016, 0.004]], "mulliken_charge": [0.476, 0.484, 0.376, 0.531, 0.445, 0.498, 0.829, 1.159, -0.378, -0.611, 0.511, 0.329, 0.401, -0.745, -0.836, 0.751, 0.077, -0.007, 0.885, 0.378, -1.467, -0.815, 0.402, -0.650, 1.375, -0.091, -1.665, 0.365, 0.551, -0.470, -0.278, 0.559, 0.185, -0.482, -0.569, 0.613, -0.588, 0.421, 1.097, -0.448, -1.924, 0.395, 1.218, 0.389, -0.921, -1.190, -1.517, 0.411, -0.949, 0.031, -1.266, 0.302, -0.163, -0.816, 0.315, -0.750, 0.073, 0.539, -1.542, -0.677, 0.441, 2.457, 0.124, -0.609, 0.391, -1.044, -0.496, -0.929, -0.459, 0.174, -0.361, 0.636, 0.426, -0.466, -0.134, -1.190, 0.553, -0.218, 0.513, 0.508, -1.533, -0.560, 0.365, -0.764, 0.225, -1.183, 0.219, -1.435, -0.429, 0.265, 0.003, -0.971, 0.459, 1.176, -1.762, -0.404, 0.234, 0.408, 0.159, 0.214, 0.408, -0.779, -0.187, 0.300, -0.053, 0.508, -1.615, 0.464, 0.381, 0.693, 0.422, 2.357, 0.394, 0.435, -0.127, -0.338, 0.607, 0.351, 0.229, 0.497, 0.329, -0.286, 0.168, -0.832, -0.148, 0.493, -0.901, 0.942, -0.757, -0.694, -0.366, 0.432, 0.452, 0.524, 0.500, 0.411, -0.739, -0.256, -0.961, 0.415, 0.199, 0.273, 0.009, -0.463, -0.373, 0.197, 0.458, 0.380, 0.457, 2.785, 0.478, 0.374]}